C3H3NO4 in the gas phase at a distorted geometry, computed with ωB97M-V/def2-TZVPD.

```
11
Properties=species:S:1:pos:R:3:mulliken_charge:R:1
O -1.763 1.453 -0.250 -0.54
C -1.475 0.227 -0.159 0.48
O -2.124 -0.979 -0.356 -0.50
C -0.025 0.045 0.538 0.38
O 0.821 1.215 0.336 -0.24
C 1.740 0.561 -0.416 0.06
N 1.802 -0.714 -0.586 -0.25
O 0.558 -1.154 0.409 -0.38
H -1.474 -1.830 -0.216 0.42
H -0.526 -0.092 1.670 0.23
H 2.466 1.269 -0.968 0.33
```

Computed properties:
structure (SMILES): O=C(O)[C@@H]1OC=NO1
E: -12835.377 eV

---

2 unconnected molecules or ions with the total composition C6H17N4 at a distorted geometry, computed with ωB97M-V/def2-TZVPD.

```
27
Properties=species:S:1:pos:R:3:mulliken_charge:R:1
C 2.297 -1.314 -0.764 -0.65
C 1.760 -0.078 -1.470 -0.81
C 1.162 -2.285 -0.606 -0.66
C 0.824 0.701 -0.580 -0.66
C 0.248 -1.579 0.443 -0.86
C -0.311 -0.298 -0.290 -0.07
N -2.398 -0.346 0.500 -0.89
N -1.020 0.674 1.913 -0.65
N -2.156 2.830 0.598 -0.70
N -1.325 0.192 0.645 1.37
H 2.946 -1.719 -1.455 0.36
H 2.889 -1.048 0.147 0.30
H 2.699 0.639 -1.811 0.31
H 1.300 -0.344 -2.355 0.43
H 0.587 -2.448 -1.492 0.42
H 1.440 -3.296 -0.204 0.29
H 1.291 1.028 0.370 0.38
H 0.580 1.552 -1.132 0.31
H -0.544 -2.207 0.601 0.50
H 0.909 -1.344 1.254 0.33
H -0.819 -0.627 -1.207 0.38
H -2.714 3.210 1.285 0.22
H -3.149 -0.194 1.225 0.27
H -1.796 0.900 2.503 0.28
H -0.285 1.453 1.944 0.30
H -1.569 3.487 -0.016 0.25
H -2.845 2.462 -0.045 0.25
```

Computed properties:
net charge: +1
E: -12448.459 eV

---

Number 1: HOMO-LUMO gap 10.094 eV. Number 2: HOMO-LUMO gap 9.346 eV.